(1)
37
Properties=species:S:1:pos:R:3:nbo_charge:R:1 method="wB97M-V/def2-TZVPD" homo_ha=-0.284 fmax_ev_per_a=1.310 e_above_lowest_kcal_mol=0.0 total_energy_ha=-1687.8814
C -3.953 -1.105 -0.392 -0.17
C -1.796 -0.156 0.445 0.31
H -0.063 -1.495 -2.073 0.23
H -5.884 -1.769 -1.039 0.22
C -5.305 -0.967 -0.608 -0.29
C 0.303 -0.630 0.389 0.17
H 5.067 3.030 -1.505 0.41
H 6.641 2.397 -1.767 0.39
C -5.241 1.250 0.317 -0.33
S 1.817 -1.309 -0.118 0.24
C -3.217 -0.062 0.171 -0.14
C -0.995 -1.585 -1.513 -0.41
C 4.190 -0.130 0.555 0.12
C 5.431 1.289 -0.573 0.27
N 4.260 1.068 -0.096 -0.51
H -9.061 1.186 -0.463 0.20
H -5.722 2.171 0.608 0.22
H 3.061 -1.311 1.930 0.23
S 6.601 -0.003 -0.266 0.32
H 2.342 0.289 1.548 0.29
N 0.099 0.141 1.424 -0.33
C -8.032 1.393 -0.174 -0.25
H -3.479 -2.045 -0.630 0.21
O -7.300 0.245 -0.529 -0.51
C 5.341 -0.850 0.562 -0.45
H -7.990 1.579 0.904 0.18
C -5.966 0.214 -0.265 0.39
H -1.184 -2.644 -1.326 0.21
C -3.884 1.107 0.532 -0.13
H -1.814 -1.165 -2.097 0.23
N -1.204 0.439 1.449 -0.28
N -0.864 -0.862 -0.282 -0.36
C 2.907 -0.557 1.160 -0.53
H 5.531 -1.808 0.999 0.24
H -3.318 1.902 0.991 0.24
N 5.812 2.426 -1.200 -0.80
H -7.677 2.279 -0.711 0.18

***

(2)
96
Properties=species:S:1:pos:R:3:mulliken_charge:R:1 method="wB97M-V/def2-TZVPD" homo_ha="-0.163 / -0.163" fmax_ev_per_a=2.174 charge=-1 total_energy_ha=-4617.7056
H 4.514 0.819 1.721 0.12
C -3.378 0.351 -0.774 0.07
H -0.926 3.355 5.408 0.32
C 1.136 -1.532 5.159 -0.86
H -3.096 -0.652 -1.114 -0.06
H 2.415 -1.925 6.833 0.39
C 2.224 -0.829 3.125 0.35
H -0.563 1.685 5.907 0.28
H -6.919 2.475 -2.521 0.38
H 0.402 -5.221 1.044 0.59
C -0.953 -3.562 -1.710 2.84
H -3.063 -3.869 -1.871 0.50
C -3.183 3.437 -2.751 -0.03
C 2.359 -1.628 5.797 -0.62
C -5.489 3.894 -3.279 -0.53
C 2.468 -1.529 -0.880 0.06
S -2.416 -0.846 2.927 -0.49
N 2.206 -0.471 1.783 0.40
C 1.320 0.326 1.081 -0.61
C -1.012 2.492 2.775 0.58
H 2.458 2.705 -0.325 -0.04
H 0.113 -1.167 3.333 0.20
O -2.052 -2.245 -0.062 -0.55
C 3.522 -1.353 5.095 -0.28
C -4.144 4.226 -3.351 -1.38
C 0.226 -1.100 -2.386 -0.68
N -0.708 -1.105 -1.444 2.54
C -0.565 1.908 1.566 -0.57
C 3.468 -0.946 3.770 0.23
H -0.599 -5.620 -1.202 0.46
C 4.564 -1.703 -1.997 -1.05
C -4.917 1.973 -1.995 0.72
C -1.948 3.501 2.763 -0.20
C 2.580 -0.137 -0.782 -0.56
C 0.241 -3.519 -2.634 -0.41
O -0.448 1.978 3.932 -0.35
H 3.889 3.687 -0.732 0.30
H -1.712 -4.765 -0.105 0.50
N 0.625 -2.262 -3.021 0.61
H -2.605 -1.918 -3.395 0.04
Sb 0.308 3.234 -4.429 0.24
S 2.356 2.348 -4.927 -0.67
H -2.291 3.831 -0.565 0.37
C -1.929 3.415 0.363 0.93
H -6.235 4.515 -3.751 0.37
C -2.796 -0.266 1.536 0.60
C -1.051 2.322 0.326 0.01
C 3.306 2.809 -1.007 -0.30
C -2.479 -2.948 -3.724 -1.07
C -0.780 -4.685 -0.668 -1.64
C -2.211 -3.890 -2.556 -1.53
N 1.510 0.567 -0.178 2.30
H 5.625 0.151 -2.192 0.47
H 4.492 -1.446 5.561 0.45
H -3.400 -3.251 -4.219 0.54
H -3.109 4.774 1.500 0.46
H -2.126 2.058 5.140 0.43
H -2.325 3.932 3.679 0.43
H 6.045 0.619 2.584 0.28
C 4.730 -0.342 -1.845 -0.73
O 0.755 -0.030 -2.699 -0.61
H -3.836 5.112 -3.889 0.42
S -1.197 1.322 -3.865 -0.42
C 0.362 -4.425 0.306 -0.75
C 1.068 -1.155 3.832 -0.20
H 3.291 -3.379 -1.554 0.47
C 3.430 -2.310 -1.483 -0.48
Tc -0.597 1.236 -1.540 -0.89
H 1.400 -2.168 -3.669 0.42
H 0.212 -3.482 0.828 0.00
C 4.961 0.570 2.687 -0.58
H 0.221 -1.772 5.680 0.49
C 3.776 0.459 -1.213 0.05
H 1.594 -1.993 -0.441 0.09
O 4.202 1.722 -0.928 -0.54
O 0.805 -4.505 -3.048 -0.69
C -3.543 2.273 -2.063 -0.43
N -3.158 0.417 0.628 -0.05
S 0.323 3.353 -1.926 -0.61
H 3.050 -0.704 1.274 0.40
N 0.334 0.862 1.810 0.73
O 4.665 -0.753 3.102 -0.56
N -2.698 1.382 -1.473 1.29
H 0.394 0.674 2.805 0.24
H 4.635 1.301 3.432 0.29
H 5.317 -2.297 -2.494 0.42
C -1.059 2.298 5.155 -1.09
H -2.143 3.719 -2.795 0.29
H 2.943 2.924 -2.031 0.06
C -2.388 3.971 1.536 -1.50
H -1.676 -2.976 -4.459 0.26
S -5.193 0.499 -1.085 -0.52
C -5.881 2.757 -2.589 -0.68
H -2.099 -4.907 -2.939 0.49
H 1.314 -4.400 -0.216 0.10
C -1.264 -2.246 -0.994 -2.05

***

(3)
82
Properties=species:S:1:pos:R:3:mulliken_charge:R:1 method="wB97M-V/def2-TZVPD" homo_ha=-0.132 fmax_ev_per_a=1.463 e_above_lowest_kcal_mol=22.1 charge=-1 total_energy_ha=-3670.6808
H 4.247 1.724 -0.700 0.22
H 1.575 -0.104 2.393 0.19
C 1.952 3.201 2.316 -0.70
H 2.356 2.807 -2.823 0.55
H 4.395 3.297 -1.502 0.57
Cl -2.380 3.720 4.006 -0.16
O -0.357 3.531 2.059 -0.22
H 2.876 1.646 3.505 0.44
P 1.644 0.741 -1.883 1.54
H 2.957 2.924 -0.539 0.03
C -2.113 -4.548 0.143 -1.26
C 0.267 -1.170 -3.399 -1.64
C 3.685 -2.548 0.593 -0.89
C 0.497 1.103 -4.386 -1.62
C 3.695 2.507 -1.219 -1.29
H 0.871 -3.660 -1.154 0.41
C 1.194 0.025 -3.559 0.43
C -0.434 -2.299 -0.124 -1.35
O 0.817 3.110 0.205 -0.67
Cl -4.316 3.305 1.932 -0.14
H -0.365 1.483 -3.834 0.20
C -3.778 -0.207 0.000 0.81
H -5.764 -0.862 -0.503 0.48
H -1.718 -0.093 4.609 0.50
N -1.887 2.409 0.488 -0.58
C 4.492 -1.789 -0.247 -1.12
H 0.146 0.689 -5.332 0.49
C -2.516 -3.311 0.611 -0.81
C -0.078 -3.567 -0.642 -0.35
H -2.683 0.884 -1.488 0.19
Na -0.178 1.177 0.065 0.57
H 4.756 2.295 -3.602 0.50
N 0.374 -1.229 -0.275 1.45
H 0.746 -1.961 -2.831 0.21
C 2.544 -0.609 -1.070 1.24
H -5.231 -1.426 1.072 0.33
H -0.014 -1.563 -4.378 0.59
H 1.157 1.940 -4.606 0.33
Cl -2.638 5.627 1.869 -0.19
H -4.593 -2.173 -0.406 0.37
H 4.133 -3.284 1.250 0.38
H 1.903 3.986 3.070 0.38
H 4.355 0.589 -3.436 0.23
H 3.441 1.601 -4.542 0.32
N 1.647 0.812 1.968 -0.08
H -4.212 0.205 -2.089 0.53
H -3.473 -3.235 1.101 0.47
H -4.151 0.740 0.408 0.23
C -4.903 -1.237 0.053 -1.72
C 3.915 -0.819 -1.049 -0.55
H 5.564 -1.936 -0.261 0.40
C -2.700 3.897 2.273 0.83
C -0.891 -4.662 -0.509 -0.95
C 2.965 1.971 -2.449 0.26
C -3.350 0.024 -1.447 -1.52
P -2.172 -0.482 0.930 1.22
H -2.748 -5.414 0.272 0.39
C 1.705 -1.424 -0.262 -1.45
H -3.454 0.293 2.811 0.39
H -0.634 -0.876 -2.865 0.19
H -4.285 -2.071 2.812 0.26
C 1.921 1.817 2.972 -0.74
H 4.568 -0.225 -1.667 0.19
H -2.670 -2.636 3.249 0.35
H 1.693 -2.963 1.241 0.51
H 2.116 -0.304 -4.055 0.60
C 3.932 1.580 -3.572 -1.76
H -3.601 -1.634 4.370 0.46
H -0.711 -0.914 3.399 0.22
C -1.724 3.140 1.405 -0.43
C -1.717 -2.183 0.474 0.64
H 2.855 3.311 1.718 0.29
C -2.733 -0.534 2.733 0.57
C 0.734 3.285 1.401 0.36
H -1.102 0.799 3.216 -0.06
C -3.361 -1.798 3.317 -1.63
H -2.820 -0.854 -1.817 0.21
H -0.578 -5.616 -0.915 0.40
H 1.112 1.787 3.707 0.34
H 2.400 0.774 1.289 -0.10
C -1.489 -0.163 3.544 -1.17
C 2.324 -2.372 0.587 -0.10

***

(4)
17
Properties=species:S:1:pos:R:3:nbo_charge:R:1 method="wB97M-V/def2-TZVPD" homo_ha=-0.507 fmax_ev_per_a=2.395 e_above_lowest_kcal_mol=0.0 charge=+1 total_energy_ha=-2233.3312
H -1.713 -1.652 0.115 0.20
H -0.667 1.972 0.239 0.23
H 2.527 0.717 1.327 0.23
C -0.563 0.879 0.164 -0.12
Ga 1.044 -1.324 -0.359 1.44
O 0.814 0.519 0.244 -0.60
H 1.516 2.196 1.233 0.22
H 2.524 -1.915 -0.061 -0.21
C -1.102 0.403 -1.180 -0.10
H -2.205 0.416 -1.138 0.22
H -0.773 1.085 -1.975 0.22
C 1.501 1.102 1.341 -0.26
C -0.899 -1.974 -0.556 -0.56
H -1.297 -2.802 -1.162 0.24
H 1.014 0.828 2.288 0.21
O -0.622 -0.871 -1.530 -0.59
H -1.099 0.422 1.011 0.21

***

(5)
10
Properties=species:S:1:pos:R:3:nbo_charge:R:1 method="wB97M-V/def2-TZVPD" homo_ha="-0.300 / -0.267" fmax_ev_per_a=3.701 e_above_lowest_kcal_mol=155.1 total_energy_ha=-3089.2418
Br 0.143 1.028 -0.556 0.32
H 0.886 -1.694 -0.332 0.24
H -0.231 3.495 -0.095 0.21
C -0.186 -2.092 -0.416 -0.80
S -0.994 -1.498 1.177 0.40
H 1.415 2.788 0.704 0.20
H -0.400 -1.619 -1.321 0.23
C 0.668 2.750 -0.103 -0.62
H -0.295 -3.246 -0.327 0.24
C -1.005 0.089 1.268 -0.41

***

(6)
123
Properties=species:S:1:pos:R:3:mulliken_charge:R:1 method="wB97M-V/def2-TZVPD" homo_ha=-0.282 fmax_ev_per_a=12.612 total_energy_ha=-3584.9691
H 6.817 -0.460 -0.165 0.31
H -0.449 3.523 1.249 0.25
H 6.565 -2.633 0.892 0.31
H 2.837 -2.941 2.503 0.25
C -2.634 0.236 3.872 -0.24
H -4.957 6.483 -0.209 0.34
H 5.370 -1.871 -3.147 0.31
H -6.819 6.067 -3.303 0.25
C -1.843 0.031 6.374 0.11
N -7.574 5.172 0.628 0.34
O 4.496 -4.116 -2.206 -0.86
C -2.202 1.689 -0.160 -0.05
C -4.975 -1.894 5.162 -0.84
C -0.431 -1.282 4.581 -0.30
H -3.677 -1.621 0.256 0.38
H 5.263 -3.253 2.959 0.28
H 7.012 -2.830 -5.443 0.35
H -9.947 5.273 -2.469 0.41
H 1.650 0.090 2.639 -0.50
N -1.773 0.663 7.527 -0.60
H -7.087 4.217 2.466 0.28
C 4.591 0.211 -0.359 -0.73
H -3.495 0.814 4.464 0.45
C 1.890 0.020 3.806 0.04
H 3.838 -2.227 -3.973 0.31
C -5.005 3.965 -2.393 -1.36
H 1.626 2.308 1.728 0.20
C -3.627 -1.089 1.324 -0.51
C -7.115 6.490 1.014 -1.14
H -2.439 1.674 0.992 0.06
H 0.019 1.062 4.577 0.26
S -3.115 -2.277 5.379 1.32
H 0.729 1.002 0.678 0.05
H 7.396 -3.316 -3.789 0.33
C 5.497 -6.815 -5.518 -0.78
C 2.970 -1.176 4.096 -0.46
H -6.171 6.443 1.565 0.35
H 3.850 -0.646 -0.655 0.36
C 6.800 -3.577 -4.670 -1.11
O -2.965 -2.542 6.929 -0.65
H 4.792 -2.497 0.263 0.15
H 2.459 1.042 4.046 0.42
C 3.902 1.513 0.360 -0.41
C -7.547 6.385 -2.551 -0.78
H -5.766 3.514 -3.038 0.41
C -2.000 -0.837 4.950 0.74
P -6.984 4.226 -0.667 0.79
H 7.547 -5.347 -3.101 0.31
C -2.181 1.396 -2.757 -0.60
H 2.289 1.354 -1.288 0.27
H 4.705 2.393 0.297 0.33
C 1.213 2.081 0.645 0.20
N 0.428 -3.204 6.687 -0.59
C 5.561 -1.997 0.993 -0.45
H 5.178 -1.566 -4.889 0.36
H 3.924 -7.355 -2.537 0.37
C -3.024 0.972 -1.405 -0.48
H 5.612 -1.363 3.283 0.28
H 6.546 -6.510 -5.545 0.23
H -5.298 -2.502 4.198 0.33
N 5.386 -3.616 -4.365 0.36
H 3.963 -0.676 4.531 0.32
H -8.434 3.484 1.571 0.31
C -9.413 5.246 -1.513 -1.05
C 6.891 -5.850 -2.396 -1.02
H -0.123 2.782 -2.878 0.30
H 3.397 -5.890 -6.835 0.41
H 7.400 -6.802 -2.199 0.37
H -4.000 4.996 -0.080 0.31
N -0.955 2.456 -0.642 0.42
C 0.027 -2.368 5.768 0.08
C 3.434 -1.922 2.673 -0.19
H 5.104 0.593 -1.366 0.32
H 6.080 0.190 1.470 0.34
H -4.480 3.158 -1.870 0.35
H -5.609 -2.283 6.086 0.35
N 5.572 -6.093 -2.954 0.27
H -7.000 7.156 0.158 0.23
H -8.383 6.803 -3.128 0.36
P 4.551 -4.869 -3.557 0.79
C 5.065 -2.143 2.567 -0.59
H -7.124 7.209 -1.973 0.23
H 5.449 -7.930 -1.881 0.34
H 7.162 -4.520 -5.082 0.24
H -8.688 4.991 2.429 0.35
O -6.126 3.312 0.242 -0.86
H 3.143 -4.434 -5.891 0.31
H 3.771 1.279 1.514 0.15
H -1.886 1.069 3.518 0.23
C 2.511 2.037 -0.357 -0.63
C 3.913 -5.133 -6.236 -1.06
H -3.885 6.074 -1.488 0.37
H 0.950 -0.012 5.884 0.38
O -2.772 -3.616 4.689 -0.61
H -5.187 -0.756 4.988 0.25
C -3.355 -0.439 2.566 -0.30
H -3.986 0.302 -1.320 0.29
C -4.574 5.628 -0.759 -1.13
H -7.849 6.984 1.659 0.37
H 0.573 4.109 -0.331 0.32
C -0.930 2.318 -2.154 -0.30
H 5.396 -7.687 -4.865 0.25
C 4.925 -2.250 -4.076 -1.14
H -2.415 1.083 -3.863 0.28
H 6.857 -5.275 -1.469 0.25
C 4.859 -7.027 -2.070 -1.13
H -9.749 6.091 -0.902 0.31
N -5.628 4.902 -1.446 0.33
H 4.614 -6.561 -1.109 0.26
C 5.843 -0.452 0.521 -0.58
H -4.296 4.475 -3.053 0.39
H 2.733 3.127 -0.752 0.25
N -7.970 5.277 -1.712 0.02
C -7.961 4.431 1.837 -1.06
H 5.252 -7.187 -6.522 0.36
I -0.221 -2.339 2.681 0.18
C 0.070 3.206 0.225 -0.92
N 4.615 -5.736 -5.111 -0.02
H 3.137 -1.245 1.737 -0.05
C 0.558 0.013 4.760 -0.43
H 4.603 -4.584 -6.888 0.31
H 2.641 -1.971 4.887 0.22
H -9.721 4.321 -1.014 0.31